(1)
The following is a quantum chemistry calculation of a cluster of 9 separate species, C45H48O21 in total, from the OMol25 dataset.

The geometry in ORCA input format:
```
! RIJCOSX wB97M-V def2-TZVPD def2/J DEFGRID3
* xyz -1 2
C 0.747 -0.314 3.645
C 0.925 0.842 4.315
C 0.466 0.822 5.616
C -0.052 -0.333 6.243
C 0.084 -1.601 5.532
C 0.396 -1.524 4.217
O 0.458 -2.663 3.517
O 0.563 2.007 6.242
H 0.804 -0.197 2.573
H 1.380 1.722 3.884
H -0.245 -0.282 7.304
H -0.290 -2.555 5.871
H 0.386 -2.382 2.602
H 1.102 2.738 5.931
C 5.467 2.339 1.399
C 5.999 1.174 0.865
C 5.103 0.172 0.354
C 3.680 0.437 0.422
C 3.204 1.693 0.791
C 4.128 2.562 1.364
O 3.614 3.732 1.883
O 5.594 -0.955 -0.190
H 6.148 3.114 1.720
H 7.066 1.024 0.941
H 2.941 -0.213 -0.022
H 2.132 1.810 0.723
H 4.275 4.360 2.184
H 5.917 -1.656 0.381
C 2.056 -5.823 0.662
C 1.177 -5.045 1.403
C 0.026 -5.708 1.864
C -0.192 -7.061 1.653
C 0.697 -7.793 0.861
C 1.900 -7.145 0.431
O 2.916 -7.935 -0.073
O -0.906 -5.063 2.645
H 2.965 -5.311 0.384
H 1.166 -3.965 1.439
H -1.107 -7.497 2.026
H 0.523 -8.832 0.624
H 3.770 -7.496 -0.050
H -1.440 -5.599 3.236
C -4.835 -2.310 0.951
C -4.687 -3.377 1.806
C -4.115 -3.277 3.077
C -3.618 -2.071 3.428
C -3.514 -1.058 2.479
C -4.067 -1.146 1.258
O -4.065 -0.093 0.313
O -4.018 -4.420 3.910
H -5.420 -2.465 0.057
H -4.987 -4.365 1.488
H -3.284 -1.920 4.444
H -3.124 -0.125 2.858
H -3.291 0.396 0.023
H -3.861 -4.257 4.843
C -3.751 4.181 -5.387
C -3.901 4.132 -3.915
C -3.882 2.935 -3.177
C -3.572 1.841 -3.901
C -3.095 1.850 -5.256
C -3.202 3.048 -6.000
O -3.050 2.950 -7.393
O -4.258 2.824 -1.905
H -4.035 5.115 -5.850
H -4.119 5.118 -3.531
H -3.493 0.826 -3.541
H -2.792 0.915 -5.703
H -3.781 3.236 -7.945
H -4.062 3.691 -1.544
C 1.287 -3.079 -2.110
C 2.594 -2.562 -1.971
C 3.113 -1.545 -2.758
C 2.343 -1.089 -3.882
C 1.096 -1.672 -4.116
C 0.614 -2.640 -3.293
O -0.563 -3.070 -3.537
O 4.406 -1.068 -2.627
H 0.742 -3.828 -1.555
H 3.096 -2.884 -1.071
H 2.703 -0.261 -4.474
H 0.537 -1.248 -4.937
H -1.054 -3.633 -2.935
H 4.824 -1.222 -1.777
C 0.007 1.155 -1.811
C -1.185 0.336 -2.144
O -1.234 -0.570 -1.045
C -0.076 -0.614 -0.396
O 0.191 -1.520 0.458
O 0.780 0.391 -0.884
H -0.320 2.030 -1.250
H 0.624 1.357 -2.686
H -0.998 0.020 -3.170
H -1.974 1.085 -2.080
C 3.232 4.542 -2.712
C 2.769 3.684 -3.903
O 1.426 3.901 -3.911
C 1.107 5.031 -3.251
O 0.027 5.616 -3.138
O 2.189 5.491 -2.629
H 4.224 4.991 -2.671
H 3.047 3.929 -1.829
H 3.180 2.684 -4.042
H 3.124 4.303 -4.727
C -3.122 4.854 2.113
C -2.281 4.930 3.448
O -1.537 3.703 3.377
C -1.553 3.272 2.107
O -0.905 2.369 1.658
O -2.269 4.132 1.282
H -3.281 5.850 1.698
H -4.107 4.400 2.224
H -2.981 4.981 4.281
H -1.506 5.693 3.372
*
```

The expectation value of S² is 0.75. The molecular weight comes out at 924.86 g/mol. The value obtained for the energy is -90434.3728 eV. The HOMO-LUMO gap (alpha / beta) comes out at 1.50 / 7.32 eV. The LUMO energy (alpha / beta) is 2.020 / 1.961 eV.

=====

(2)
The following is a quantum chemistry calculation of a structure of composition C45H49N12O6RuS, from the OMol25 dataset.

The geometry in ORCA input format:
```
! RIJCOSX wB97M-V def2-TZVPD def2/J DEFGRID3
* xyz 0 6
Ru 0.807 -0.083 0.450
C 0.923 -0.720 4.799
O -0.214 -0.030 5.284
C -1.305 0.133 4.482
C -2.504 0.346 5.130
C -3.689 0.480 4.414
C -3.675 0.386 3.042
C -2.481 0.236 2.325
C -2.561 0.228 0.898
N -1.594 0.108 0.048
N -1.913 0.169 -1.242
C -0.935 0.014 -2.119
O 0.252 -0.291 -1.840
C -1.287 0.218 -3.545
C -0.244 0.331 -4.461
C -0.513 0.563 -5.795
C -1.826 0.674 -6.223
C -2.868 0.527 -5.321
C -2.605 0.302 -3.982
C -1.236 0.152 3.040
O -0.097 0.154 2.479
H 1.440 -1.108 5.678
H 1.596 -0.061 4.250
H 0.648 -1.543 4.140
H -2.495 0.398 6.207
H -4.623 0.628 4.932
H -4.601 0.452 2.489
H -3.569 0.349 0.486
H 0.772 0.254 -4.100
H 0.296 0.659 -6.504
H -2.037 0.877 -7.263
H -3.888 0.589 -5.669
H -3.395 0.198 -3.254
C 5.023 1.847 -2.136
N 4.375 0.811 -1.389
C 3.059 0.566 -1.318
N 2.857 -0.622 -0.784
C 4.106 -1.069 -0.527
N 5.046 -0.235 -0.895
C 4.850 1.614 -3.624
C 5.296 2.561 -4.540
C 5.138 2.351 -5.902
C 4.508 1.215 -6.375
C 4.051 0.268 -5.462
C 4.246 0.464 -4.098
C 3.334 -0.910 -5.891
N 3.031 -1.262 -7.106
N 2.324 -2.394 -7.027
C 2.214 -2.697 -5.764
O 2.844 -1.791 -4.986
C 1.506 -3.823 -5.201
C 0.822 -4.693 -6.052
C 0.122 -5.754 -5.516
C 0.102 -5.960 -4.145
C 0.796 -5.109 -3.293
C 0.807 -5.358 -1.801
N 0.325 -4.230 -1.045
C 1.001 -3.259 -0.413
N 0.152 -2.435 0.166
C -1.058 -2.944 -0.151
N -0.985 -4.029 -0.878
C 1.494 -4.036 -3.824
H 6.085 1.832 -1.872
H 4.600 2.818 -1.856
H 2.294 1.235 -1.668
H 4.322 -2.012 -0.067
H 5.764 3.468 -4.186
H 5.501 3.092 -6.600
H 4.360 1.042 -7.430
H 3.897 -0.306 -3.429
H 0.851 -4.508 -7.114
H -0.420 -6.425 -6.166
H -0.457 -6.789 -3.735
H 1.825 -5.581 -1.468
H 0.160 -6.208 -1.568
H 2.068 -3.184 -0.365
H -1.990 -2.529 0.174
H 2.027 -3.356 -3.175
C 1.299 5.727 6.628
C 1.295 4.311 6.065
C 1.012 4.321 4.564
C 0.935 2.899 4.001
N 0.875 2.870 2.555
C -0.212 3.000 1.797
S -0.042 2.706 0.134
N -1.347 3.451 2.339
C -2.622 3.614 1.683
C -3.282 4.921 2.117
C -2.505 6.155 1.671
C -3.114 7.450 2.196
H 1.521 5.720 7.692
H 0.325 6.192 6.481
H 2.051 6.330 6.122
H 0.537 3.713 6.577
H 2.261 3.838 6.250
H 1.807 4.857 4.041
H 0.080 4.860 4.379
H 0.082 2.368 4.436
H 1.839 2.360 4.295
H 1.661 2.412 2.081
H -1.373 3.553 3.344
H -3.282 2.782 1.957
H -2.449 3.590 0.607
H -3.388 4.919 3.205
H -4.289 4.956 1.703
H -2.482 6.184 0.581
H -1.474 6.071 2.017
H -4.140 7.561 1.850
H -2.538 8.304 1.847
H -3.112 7.466 3.284
O 2.604 -0.934 2.006
C 3.125 0.181 2.036
O 2.732 1.193 1.415
H 4.043 0.318 2.663
*
```

The expectation value of S² is 8.76. The molecular weight comes out at 987.10 g/mol. The value obtained for the energy is -91042.8373 eV. The HOMO-LUMO gap (alpha / beta) comes out at 6.78 / 5.47 eV. The LUMO energy (alpha / beta) is -0.204 / -1.409 eV. Its relative energy (zero: lowest compared OMol25 entry of this formula, charge and spin) is 1.266 eV.

=====

Q: Which of these has the lowest molecular weight?
A: C45H48O21

=====

Q: Which of these has the highest energy?
A: C45H48O21

=====

Q: Which of these has the highest molecular weight?
A: C45H49N12O6RuS

=====

Q: The lowest molecular weight belongs to which entry?
A: C45H48O21